32
Properties=species:S:1:pos:R:3:mulliken_charge:R:1 method="wB97M-V/def2-TZVPD" e_homo_ev=-13.67 fmax_ev_per_a=2.48 charge=+1 lumo_energy_ev=-3.3
O -2.23 -2.67 -0.92 -0.60
O 1.89 1.77 1.20 -0.64
O -0.02 3.83 2.28 -0.61
O -1.37 0.21 -2.24 -0.60
O 2.13 1.74 -1.64 -0.65
O -1.13 -1.44 2.83 -0.59
O 1.15 -4.00 -1.86 -0.65
O 1.97 -1.79 -0.27 -0.67
O -2.04 2.51 0.34 -0.60
N -0.14 0.03 0.44 -0.11
H -0.59 -2.05 3.36 0.28
H 1.71 2.59 -1.85 0.34
H 2.13 2.03 0.29 0.34
H -0.65 0.12 -0.46 0.24
H 2.61 -1.95 0.44 0.28
H 1.94 1.17 -2.40 0.27
H 0.41 -0.81 0.20 0.31
H 0.47 0.87 0.52 0.28
H -1.99 -1.82 -1.30 0.27
H -0.04 3.46 3.17 0.31
H -2.74 2.33 -0.29 0.28
H -0.73 0.70 -2.75 0.23
H -0.85 -0.10 1.16 0.47
H -2.20 0.29 -2.74 0.30
H 2.73 1.51 1.60 0.27
H -2.49 2.55 1.20 0.33
H 0.98 -3.17 -1.38 0.36
H -1.97 -1.39 3.30 0.29
H 2.51 -1.67 -1.06 0.33
H -2.47 -3.22 -1.68 0.33
H 0.03 3.07 1.70 0.28
H 1.00 -4.69 -1.20 0.31